1.
This record from the Open Molecules 2025 dataset describes a molecular structure, C29H21BClF2HfN6OS. The level of theory is wB97M-V/def2-TZVPD.

The geometry in XYZ format:
```
63
C29H21BClF2HfN6OS wB97M-V/def2-TZVPD
Hf -0.79874 -1.34677 -0.07755
Cl 2.70998 3.69071 3.60831
C 1.78379 2.31501 3.10751
C 0.48985 2.13784 3.59038
C -0.26403 1.05199 3.18496
C 0.25331 0.14511 2.26741
O -0.49521 -0.88861 1.83651
C 1.55732 0.32009 1.78990
C 2.17091 -0.64473 0.88883
N 1.51780 -1.47314 0.16527
C 2.19024 -2.48894 -0.56567
C 3.45409 -2.41605 -1.06400
C 4.01629 -3.53312 -1.72640
C 3.30179 -4.68624 -1.86036
C 1.97310 -4.76545 -1.36900
C 1.17611 -5.92638 -1.48088
C -0.09222 -5.91954 -0.99000
C -0.59743 -4.73443 -0.42485
N 0.10123 -3.62174 -0.30811
C 1.40687 -3.64756 -0.74647
C 2.32596 1.39850 2.23631
H 0.08233 2.85268 4.29294
H -1.26316 0.89059 3.56955
H 3.26102 -0.67835 0.88304
H 4.03069 -1.50395 -0.97536
H 5.02148 -3.46390 -2.11880
H 3.73174 -5.54990 -2.35139
H 1.58648 -6.81143 -1.95229
H -0.73088 -6.78919 -1.04232
H -1.60867 -4.72198 -0.04779
H 3.34201 1.52313 1.88125
N 1.81999 0.20497 -3.33217
C 0.76174 0.11294 -2.49121
S -0.22684 -1.33423 -2.63096
N 0.62161 1.07720 -1.62359
N -0.45092 0.81335 -0.77263
C -1.11551 1.81795 -0.33727
C -0.78103 3.23239 -0.61910
C -1.70399 4.04870 -1.26309
C -1.39606 5.38020 -1.50712
C -0.18132 5.89748 -1.08091
C 0.73542 5.08427 -0.42443
C 0.44242 3.74941 -0.20440
C -2.30839 1.47379 0.48228
C -3.00996 2.43841 1.17815
C -4.12216 2.05932 1.91642
C -4.48928 0.72953 1.93604
C -3.72123 -0.18242 1.22823
N -2.65486 0.17369 0.51059
H 1.86498 -0.41456 -4.12129
H 2.27795 1.09954 -3.40075
H -2.65570 3.64451 -1.58829
H -2.10653 6.01121 -2.02391
H 0.05327 6.93860 -1.25955
H 1.68117 5.48903 -0.08921
H 1.15820 3.10436 0.28838
H -2.68134 3.46726 1.14334
H -4.68975 2.79713 2.46815
H -5.35111 0.38459 2.48933
H -3.97500 -1.23174 1.25081
F -3.09546 -3.35146 0.96584
B -2.73382 -2.66089 -0.14311
F -3.60052 -2.76879 -1.14544
```

As for the relative energy (zero: lowest compared OMol25 entry of this formula, charge and spin): 0.000 eV. The strongest force on any atom comes out at 0.01591 Eh/bohr. For the LUMO energy, the calculation gives -3.6 eV. The net charge is +1. The molecular weight comes out at 764.3 g/mol.

Atom charges from the Mulliken analysis, given in e for atoms 1 to 4: number 1, Hf, carries 0.8424; number 2, Cl, carries -0.2094; number 3, C, carries 0.0270; number 4, C, carries -0.5757

---

2.
This record from the Open Molecules 2025 dataset describes a molecular structure, C29H21CeN7S2. The level of theory is wB97M-V/def2-TZVPD.

The geometry in XYZ format:
```
60
C29H21CeN7S2 wB97M-V/def2-TZVPD
Ce -0.26782 0.44368 1.52844
C 2.16976 -3.16763 2.75276
C 1.76688 -1.83837 2.53208
N 1.21754 -1.42385 1.35244
C 0.81998 -2.29905 0.41072
C 1.08878 -3.69224 0.62630
C 1.82860 -4.15398 1.76344
C 0.55686 -4.66315 -0.25843
C -0.52515 -4.26654 -1.09401
C -0.80535 -2.89760 -1.29329
C -0.10511 -1.93160 -0.57644
N -0.35272 -0.54621 -0.59765
C -0.57992 0.23271 -1.68304
C -0.73312 -0.27478 -3.01272
C -1.30616 0.51298 -3.99202
C -1.62493 1.84760 -3.76492
C -1.39065 2.47101 -2.48691
C -1.63541 3.85774 -2.12969
C -1.25583 4.33736 -0.91638
C -0.69327 3.48674 0.00463
N -0.66697 2.14589 -0.21380
C -0.85003 1.63515 -1.45842
H 2.55888 -3.43064 3.74475
H 2.00040 -1.05536 3.33647
H 2.13969 -5.15967 1.91225
H 0.68103 -5.73685 -0.11757
H -1.12114 -5.08221 -1.44863
H -1.56044 -2.57352 -2.03688
H -0.31620 -1.26794 -3.26496
H -1.57215 0.02162 -4.91882
H -2.03204 2.33031 -4.64114
H -1.86766 4.53375 -2.95296
H -1.29560 5.36995 -0.60239
H -0.17871 3.88081 0.91389
S 0.66797 2.15378 3.70113
C 2.06550 2.14130 2.70940
N 2.00419 1.54109 1.50662
C 3.14435 1.74168 0.73127
C 3.37581 1.34043 -0.60630
C 4.58554 1.77474 -1.24917
C 5.51465 2.60108 -0.55852
C 5.20999 3.04243 0.69613
C 4.09607 2.55636 1.38315
S 3.80086 2.72109 3.09324
H 2.64788 0.66804 -1.04854
H 4.68524 1.39267 -2.22550
H 6.40811 2.99764 -1.02646
H 5.97066 3.70298 1.17562
N -4.41660 -2.90130 0.26370
C -4.21476 -1.73871 0.93057
C -2.94830 -1.43588 1.48597
N -2.63183 -0.20126 1.91566
C -3.60777 0.71582 1.87938
C -4.90661 0.32080 1.57157
N -5.24889 -0.86254 1.04647
H -3.65655 -3.39522 -0.06553
H -5.29043 -3.05510 -0.20457
H -2.27273 -2.23782 1.63497
H -3.34707 1.74746 2.06261
H -5.72731 1.02230 1.78003
```

The strongest force on any atom comes out at 0.07753 Eh/bohr. For the LUMO energy (alpha / beta), the calculation gives -8.0 / -8.0 eV. The net charge is +2. The molecular weight comes out at 671.8 g/mol.

Atom charges from the Mulliken analysis, given in e for atoms 1 to 4: number 1, Ce, carries 0.4812; number 2, C, carries -0.9286; number 3, C, carries 0.2159; number 4, N, carries 0.1761

---

3.
This record from the Open Molecules 2025 dataset describes a molecular structure, C29H21F3N3O8S3SbTi. The level of theory is wB97M-V/def2-TZVPD.

The geometry in XYZ format:
```
69
C29H21F3N3O8S3SbTi wB97M-V/def2-TZVPD
Ti -0.59884 2.11981 -0.02511
O 1.28541 1.41807 -0.42282
N 2.31287 2.25498 -0.47758
C 3.49428 1.78603 -0.02458
C 4.62326 2.55202 -0.10107
C 4.51589 3.83328 -0.65384
C 3.29799 4.29185 -1.08638
C 2.13897 3.50149 -0.98925
S 0.56934 3.99576 -1.44377
H 3.44031 0.78157 0.36946
H 5.55851 2.15524 0.26386
H 5.38879 4.46836 -0.73134
H 3.18402 5.28320 -1.50022
C -2.13610 5.55073 1.32620
C -2.85590 4.44227 0.65737
N -2.30327 3.46994 -0.04239
C -3.31013 2.60624 -0.39566
C -4.50517 3.08350 0.06162
N -4.18507 4.25366 0.71218
C -5.91849 2.64626 0.01561
O -6.17443 1.50722 -0.58747
O -6.77377 3.34330 0.51737
C -2.97554 1.39314 -1.20350
O -3.88328 0.61122 -1.50018
O -1.74324 1.29187 -1.52643
H -1.46214 5.12209 2.06975
H -2.83723 6.22848 1.81117
H -1.53516 6.10184 0.60327
H -4.85999 4.80792 1.21464
H -5.33103 1.07508 -0.93651
F -0.22021 -4.96962 4.85301
C -0.17055 -4.25920 3.70073
C -0.55373 -2.93615 3.71447
C -0.50117 -2.22488 2.52030
C -0.06707 -2.83225 1.34230
C 0.32227 -4.17122 1.37837
C 0.27033 -4.89952 2.55660
Sb 0.03504 -1.60229 -0.39594
C -0.51742 -3.12141 -1.81628
C -1.47126 -4.07590 -1.46670
C -1.94707 -5.00113 -2.38608
C -1.45165 -4.95896 -3.67211
F -1.90201 -5.86114 -4.57692
C -0.51647 -4.02620 -4.06999
C -0.06262 -3.10842 -3.13222
C 2.17852 -1.68920 -0.58678
C 2.82181 -1.18201 -1.71495
C 4.20280 -1.05301 -1.77531
C 4.94259 -1.42466 -0.67098
F 6.29072 -1.29024 -0.71152
C 4.35414 -1.91116 0.47730
C 2.96933 -2.03815 0.50715
H -0.87987 -2.46818 4.63339
H -0.78777 -1.17954 2.52863
H 0.67043 -4.65968 0.47443
H 0.56486 -5.93964 2.60299
H -1.85971 -4.11066 -0.45514
H -2.68938 -5.74082 -2.11748
H -0.16285 -4.01947 -5.09230
H 0.66067 -2.36943 -3.45838
H 2.24565 -0.83983 -2.56789
H 4.70044 -0.65507 -2.64979
H 4.96825 -2.18135 1.32637
H 2.50708 -2.41543 1.41200
O -0.79571 0.87623 3.82909
S -1.18075 1.79282 2.78728
O -1.30409 0.98484 1.45352
O -2.40973 2.52500 2.99372
S 0.32530 3.06051 2.25067
```

The spin multiplicity is 2. The strongest force on any atom comes out at 0.02356 Eh/bohr. For the LUMO energy (alpha / beta), the calculation gives 2.3 / 2.3 eV. The net charge is -1. The molecular weight comes out at 862.3 g/mol.

Atom charges from the Mulliken analysis, given in e for atoms 1 to 4: number 1, Ti, carries 0.5563; number 2, O, carries 0.0638; number 3, N, carries 0.2520; number 4, C, carries -0.4667